--- 1 ---
The following is a DFT calculation (ωB97M-V with the def2-TZVPD basis set) of the molecule C8H10.

Structure (XYZ):
```
18
Properties=species:S:1:pos:R:3
C 2.15838 -0.16677 -2.89850
C 1.40782 -0.02874 -1.97840
C -0.84280 0.34984 -1.18723
C 0.55494 0.05877 -0.91230
C -1.73698 0.39295 0.08076
C 1.21153 -0.09741 0.52205
C -1.09347 0.25836 1.49291
C 0.20861 -0.64663 1.56687
H 2.72980 -0.25837 -3.86431
H -1.17841 0.19702 -2.19749
H -2.34172 1.31415 0.13081
H -2.46860 -0.38038 0.04895
H 1.60027 0.88903 0.83136
H 2.01563 -0.78878 0.40322
H -1.74022 -0.29605 2.15658
H -0.96523 1.27002 1.90063
H 0.68304 -0.50853 2.56133
H -0.20259 -1.55846 1.34276
```

Its structure (SMILES) is C#CC1=CCCCC1. As for the spin multiplicity: 1. The calculation puts the orbital gap at 9.169 eV.


--- 2 ---
The following is a DFT calculation (ωB97M-V with the def2-TZVPD basis set) of the molecule C8H10.

Structure (XYZ):
```
18
Properties=species:S:1:pos:R:3
C 2.59834 -0.07524 0.65220
C 1.35945 -0.92144 0.73987
C 0.06031 -0.30535 0.09293
C -1.13038 -1.06264 0.23433
C -2.32644 -0.49914 -0.38052
C -2.32740 0.79079 -0.97422
C -1.11057 1.51235 -0.91832
C 0.03381 0.98187 -0.42645
H 2.75908 0.18412 -0.42695
H 3.32078 -0.66707 1.14322
H 2.18144 0.92560 1.19282
H 1.48943 -1.79722 0.37447
H 1.07608 -1.04253 1.71036
H -1.23901 -2.10943 0.60944
H -3.30524 -1.14532 -0.50252
H -3.07546 1.28537 -1.39320
H -1.21126 2.39341 -1.52373
H 0.84704 1.55185 -0.20373
```

Its structure (SMILES) is CCc1ccccc1. As for the spin multiplicity: 1. The calculation puts the orbital gap at 10.093 eV.


--- 3 ---
The following is a DFT calculation (ωB97M-V with the def2-TZVPD basis set) of the molecule C8H10.

Structure (XYZ):
```
18
Properties=species:S:1:pos:R:3
C -0.04006 2.24247 -1.11374
C 1.03002 1.23333 -0.71527
C 0.42640 0.01666 -0.05552
C -0.32424 -0.87780 -0.80399
C -0.96128 -1.94322 -0.18248
C -0.81719 -2.15114 1.18301
C -0.03290 -1.27973 1.91747
C 0.59299 -0.19517 1.31151
H -0.59496 1.88443 -1.98883
H -0.78937 2.42988 -0.34417
H 0.35585 3.20395 -1.44604
H 1.56318 0.91148 -1.61917
H 1.78407 1.69730 -0.07962
H -0.49245 -0.65626 -1.85695
H -1.61910 -2.56821 -0.76752
H -1.30226 -2.98751 1.65775
H 0.08734 -1.46481 2.97221
H 1.13395 0.50436 1.93136
```

Its structure (SMILES) is CCc1ccccc1. As for the spin multiplicity: 1. The calculation puts the orbital gap at 10.145 eV.


It comes down to 3, which is 0.0776 hartree more stable than the next structure.


--- 1 ---
The following is a DFT calculation (ωB97M-V with the def2-TZVPD basis set) of the molecule C8H10.

Structure (XYZ):
```
18
Properties=species:S:1:pos:R:3
C 2.25520 0.51549 0.32814
C 1.14745 1.27199 0.26501
C 1.05699 -1.50429 0.04893
C -0.21578 -0.82900 -0.05799
C 2.03981 -0.62271 -0.45654
C -0.13867 0.52943 -0.08113
C -1.57672 -1.51258 0.03304
C -1.31422 1.50613 -0.22717
H 3.18125 0.91339 0.62622
H 1.09950 2.14232 0.81842
H 1.28466 -2.19787 0.86173
H 1.69224 -0.22072 -1.39076
H -1.60323 -2.56258 -0.50765
H -2.43012 -0.91285 -0.40668
H -1.94447 -1.74776 1.10897
H -1.61628 1.96047 0.70645
H -2.10327 0.89297 -0.78157
H -0.81436 2.37818 -0.88741
```

Its structure (SMILES) is Cc1ccccc1C. As for the spin multiplicity: 1. The calculation puts the orbital gap (alpha / beta) at 7.943 / 7.998 eV.


--- 2 ---
The following is a DFT calculation (ωB97M-V with the def2-TZVPD basis set) of the molecule C8H10.

Structure (XYZ):
```
18
Properties=species:S:1:pos:R:3
C 0.31795 0.78030 1.16961
C -0.31223 1.99057 0.51891
C -1.37506 2.62191 0.92625
C 1.47639 -0.80588 -0.55200
C 0.40446 -0.57940 0.44156
C -0.83764 -1.12155 -0.12965
C -0.48425 -1.78441 -1.25727
C 0.96777 -1.59159 -1.47218
H -0.26753 0.56905 2.13618
H 1.28479 1.12511 1.57225
H 0.16670 2.34999 -0.41427
H -1.85023 3.44193 0.29443
H -2.00068 2.29744 1.76554
H 2.42932 -0.34833 -0.43982
H 0.75371 -1.26391 1.22646
H -1.78660 -0.98034 0.33949
H -1.16881 -2.24433 -1.97625
H 1.49497 -2.00636 -2.37538
```

Its structure (SMILES) is C=CCC1C=CC=C1. As for the spin multiplicity: 1. The calculation puts the orbital gap at 9.745 eV.


It comes down to 2, which is 0.1223 hartree more stable than the next structure.


--- 1 ---
The following is a DFT calculation (ωB97M-V with the def2-TZVPD basis set) of a structure of composition C16H31BF4GeMoNS2Si3.

Structure (XYZ):
```
60
Properties=species:S:1:pos:R:3
Mo -0.27821 -0.02067 1.32070
S 0.18790 2.28979 1.06543
C 1.49368 1.66675 2.04147
N 1.72564 0.36971 1.83287
C 2.68799 -0.12566 2.72309
C 3.19308 -1.41989 2.76928
C 4.16446 -1.70555 3.70714
C 4.63773 -0.72069 4.58136
C 4.15315 0.57266 4.53143
C 3.16915 0.85534 3.59200
S 2.38629 2.39249 3.28593
H 2.83812 -2.17351 2.07892
H 4.57127 -2.70562 3.76269
H 5.40118 -0.96995 5.30483
H 4.52587 1.33890 5.19690
F -1.75752 -0.77868 2.17700
B -0.82252 -0.56928 4.55812
F 0.14467 -1.33638 4.05767
F -1.77438 -1.06581 5.28437
F -0.73979 0.72592 4.27446
C -2.85512 3.07544 -1.26592
Si -3.06047 1.33663 -0.64596
C -4.07772 0.23425 -1.74489
C -3.60840 1.29675 1.12047
Ge -0.81161 0.29918 -1.17213
Si 0.07700 1.10608 -3.34691
C 0.42102 2.88474 -2.94455
C -1.35646 0.81695 -4.48951
C 1.60341 0.19050 -3.85010
Si 0.16258 -2.04280 -0.67986
C -0.08818 -2.92134 0.96707
C -0.97651 -2.76073 -1.97060
C 1.96225 -2.05003 -1.12584
H -3.81051 3.58817 -1.11949
H -2.61772 3.11720 -2.32753
H -2.10052 3.63185 -0.70759
H -5.08744 0.65494 -1.78648
H -4.16265 -0.77574 -1.34166
H -3.70597 0.18329 -2.76921
H -4.57542 1.81014 1.14520
H -2.94207 1.83842 1.79375
H -3.75975 0.28644 1.49577
H -0.47586 3.43474 -2.66455
H 0.82820 3.35242 -3.84626
H 1.16554 2.99095 -2.15422
H -2.24944 1.36764 -4.19765
H -1.60683 -0.24124 -4.58155
H -1.06475 1.16742 -5.48408
H 2.41076 0.29886 -3.12701
H 1.94359 0.63967 -4.78863
H 1.42265 -0.86704 -4.04482
H -1.13167 -3.07254 1.23545
H 0.45144 -2.52644 1.83629
H 0.36207 -3.90720 0.79899
H -2.03421 -2.57750 -1.77038
H -0.83738 -3.84636 -1.97802
H -0.73560 -2.39403 -2.96999
H 2.54221 -1.32500 -0.55372
H 2.11770 -1.86783 -2.18707
H 2.35411 -3.04669 -0.90244
```

As for the spin multiplicity: 4. The expectation value of S² is 3.78. The calculation puts the orbital gap (alpha / beta) at 6.425 / 6.312 eV. As for the net charge: +2.


--- 2 ---
The following is a DFT calculation (ωB97M-V with the def2-TZVPD basis set) of a structure of composition C16H31BF4GeMoNS2Si3.

Structure (XYZ):
```
60
Properties=species:S:1:pos:R:3
Mo 0.16550 -0.46761 -0.15935
S -1.14994 1.07584 1.21337
C -0.04495 2.10394 0.38008
N 0.72637 1.46638 -0.50387
C 1.59063 2.33558 -1.17420
C 2.51047 2.00981 -2.16379
C 3.29382 3.02178 -2.68592
C 3.15915 4.33908 -2.24423
C 2.24025 4.67390 -1.26535
C 1.46646 3.65597 -0.72951
S 0.24499 3.77783 0.52816
H 2.58866 0.99297 -2.52773
H 4.02287 2.79411 -3.45154
H 3.77247 5.11577 -2.67960
H 2.12899 5.69769 -0.93461
F -0.47774 -1.98379 -0.96937
B -1.34731 -0.74583 -3.01905
F -0.04154 -0.60273 -3.24609
F -1.87914 0.11612 -2.15246
F -2.04899 -1.67880 -3.58779
C 1.60346 -4.76305 2.43300
Si 0.50137 -4.13483 1.06062
C -1.29812 -3.86555 1.47423
C 0.98032 -4.67432 -0.65967
Ge 1.63367 -1.50430 1.52028
Si 3.80400 -1.52704 0.35446
C 4.37879 0.24685 0.65430
C 5.01490 -2.82266 0.96692
C 3.29714 -1.73675 -1.46862
Si 1.40001 -0.87274 3.90345
C 1.84239 0.95551 3.72642
C 2.61719 -1.85004 4.93940
C -0.41416 -1.15638 4.31710
H 1.53287 -5.85631 2.45875
H 1.29249 -4.38605 3.40790
H 2.65224 -4.50418 2.27613
H -1.86278 -4.75507 1.17656
H -1.72677 -3.01787 0.94111
H -1.44520 -3.71954 2.54437
H 0.24101 -5.39824 -1.01588
H 1.95684 -5.15949 -0.66114
H 0.99392 -3.85640 -1.37706
H 4.80873 0.36232 1.65084
H 3.54959 0.95239 0.55679
H 5.14470 0.53027 -0.07104
H 5.06966 -2.83906 2.05667
H 6.01502 -2.58879 0.59432
H 4.76419 -3.82659 0.62101
H 2.28416 -1.35585 -1.64829
H 3.31965 -2.77931 -1.78847
H 3.97454 -1.18444 -2.12315
H 2.91981 1.09621 3.62466
H 1.51518 1.51890 4.60305
H 1.35309 1.39270 2.85352
H 3.63880 -1.74035 4.57246
H 2.37474 -2.91349 4.96143
H 2.59713 -1.49107 5.97119
H -1.05257 -0.88705 3.47553
H -0.71609 -0.54327 5.16899
H -0.60716 -2.19749 4.58229
```

As for the spin multiplicity: 4. The expectation value of S² is 3.79. The calculation puts the orbital gap (alpha / beta) at 6.331 / 5.319 eV. As for the net charge: +2.


It comes down to 1, which is 0.0241 hartree more stable than the next structure.


--- 1 ---
The following is a DFT calculation (ωB97M-V with the def2-TZVPD basis set) of a cluster of 2 separate species, C11H14N2O in total.

Structure (XYZ):
```
28
Properties=species:S:1:pos:R:3
C 2.65993 -0.08632 1.75593
C 1.87969 0.65341 2.77599
O 1.95707 1.83613 3.04292
N 0.87559 0.01511 3.48124
H 3.58647 -0.33754 2.24690
H 2.66731 0.56678 0.85817
H 0.27556 0.58245 4.03389
H 0.47223 -0.92103 3.16504
H 2.37754 -1.09300 1.57763
C -3.53960 -0.62312 -0.32587
C -1.00637 0.26037 -1.06060
C -2.04258 -0.65951 -0.59965
C 0.16993 -0.61275 -1.48241
C -1.46812 -1.91341 -0.62436
C -0.93964 1.60875 -1.25064
C 0.25719 2.18242 -1.77390
C 1.27744 1.30711 -2.12608
C 1.25291 -0.07628 -2.18676
N -0.21588 -1.86699 -1.24198
H -1.89371 2.12071 -0.84783
H 0.27897 3.16444 -1.80097
H 2.25532 1.91070 -2.18310
H -3.90625 -1.70597 -0.15402
H -4.17240 -0.26493 -1.15396
H -1.98734 -2.79816 -0.76851
H 0.19695 -2.78115 -1.21285
H 2.28827 -0.37545 -2.74804
H -3.55645 -0.09276 0.60383
```

Its structure (SMILES) is Cc1c[nH]c2ccccc12.CC(N)=O. As for the spin multiplicity: 1. The calculation puts the orbital gap at 8.534 eV.


--- 2 ---
The following is a DFT calculation (ωB97M-V with the def2-TZVPD basis set) of a cluster of 2 separate species, C11H14N2O in total.

Structure (XYZ):
```
28
Properties=species:S:1:pos:R:3
C 3.90162 0.99286 2.70623
C 4.08635 0.57438 1.26578
O 4.31105 1.39017 0.39585
N 3.99927 -0.76528 1.00810
H 4.60450 0.48162 3.36849
H 2.89157 0.75746 3.06196
H 3.98021 -1.01164 0.02757
H 3.51069 -1.35640 1.65913
H 4.04012 2.06833 2.72306
C -4.40484 0.08441 -2.02380
C -1.45714 -0.71965 0.13906
C -1.97643 -0.12599 -1.01750
C -3.39185 -0.36216 -1.01639
C -3.67183 -1.06301 0.11480
C 0.69814 0.09218 -0.43551
C -0.08480 -0.63039 0.42360
C 0.14799 0.83689 -1.51354
C -1.17831 0.71070 -1.82382
N -2.50002 -1.26414 0.83305
H 1.76164 0.14224 -0.29402
H 0.38183 -1.14312 1.25107
H 0.80357 1.53925 -2.02038
H -1.64900 1.23061 -2.64467
H -2.37798 -1.86703 1.62903
H -4.58264 -1.49675 0.49275
H -5.15176 -0.69134 -2.15212
H -3.95374 0.27304 -2.99142
H -4.91795 0.97657 -1.66849
```

Its structure (SMILES) is Cc1c[nH]c2ccccc12.CC(N)=O. As for the spin multiplicity: 1. The calculation puts the orbital gap at 8.552 eV.


It comes down to 2, which is 0.1105 hartree more stable than the next structure.